Molecular formula: C31H31BiCl3O5PSSbSe4
Method: DFT, the ωB97M-V functional and the def2-TZVPD basis

XYZ file:
```
78
Properties=species:S:1:pos:R:3:forces:R:3
Bi 0.066 -0.553 -0.315 -0.16 0.16 0.82
C -0.337 3.275 1.739 -0.07 0.00 -0.02
O 0.201 3.045 0.456 0.16 0.01 -0.02
C 1.472 3.615 0.276 0.01 -0.01 -0.06
C 2.094 2.993 -0.961 0.16 0.11 -0.05
O 2.276 1.605 -0.893 -0.22 -0.06 0.27
C 3.500 1.119 -0.371 0.05 0.01 0.24
C 3.749 1.309 1.140 -0.01 0.09 -0.31
O 2.605 1.132 1.945 -0.11 0.09 0.02
C 2.527 -0.140 2.566 -0.16 -0.03 -0.06
H -0.503 4.349 1.904 0.00 -0.01 0.03
H 0.346 2.891 2.504 -0.01 -0.02 0.05
H -1.283 2.740 1.783 0.01 -0.02 0.01
H 2.089 3.456 1.165 0.04 -0.11 0.03
H 1.387 4.706 0.119 0.01 -0.06 0.00
H 3.050 3.490 -1.187 -0.03 0.05 0.03
H 1.418 3.161 -1.805 0.01 0.04 0.00
H 4.336 1.583 -0.912 0.04 -0.06 0.00
H 3.510 0.056 -0.614 -0.06 0.17 0.11
H 4.136 2.314 1.347 -0.08 0.06 -0.06
H 4.532 0.595 1.422 0.02 0.02 -0.09
H 3.319 -0.253 3.314 0.05 -0.03 0.01
H 2.612 -0.955 1.844 0.01 0.01 0.02
H 1.556 -0.196 3.055 -0.04 0.01 0.03
Cl -3.628 -6.923 2.669 -0.03 -0.06 0.03
C -2.665 -5.546 2.186 -0.05 0.03 0.04
C -1.880 -5.626 1.053 0.00 0.07 0.04
C -1.134 -4.526 0.666 0.07 0.16 -0.03
Cl -0.147 -4.660 -0.741 0.07 0.11 -0.07
C -1.142 -3.303 1.378 0.03 0.18 -0.03
O -0.444 -2.244 1.075 -0.02 -0.30 -0.23
C -1.960 -3.304 2.530 -0.05 0.19 -0.06
Cl -2.052 -1.831 3.445 -0.01 0.01 0.04
C -2.712 -4.387 2.938 -0.04 -0.09 -0.05
H -1.838 -6.530 0.466 0.00 -0.03 -0.01
H -3.333 -4.314 3.819 -0.01 -0.01 0.03
Se 3.825 -4.711 -2.993 -0.03 -0.07 -0.01
Sb 3.664 -2.615 -1.845 -0.03 -0.15 -0.13
Se 1.398 -1.646 -2.334 0.09 -0.37 -0.64
Se 5.155 -0.894 -2.953 0.18 0.02 0.02
Se 4.562 -2.363 0.383 0.12 -0.03 0.02
O -1.929 0.752 0.522 0.09 -0.06 -0.09
P -2.996 0.765 -0.589 0.16 -0.05 0.16
C -2.833 1.836 -2.053 -0.06 0.02 0.01
C -1.767 2.730 -2.039 -0.02 -0.02 -0.03
C -1.539 3.562 -3.124 0.04 0.08 -0.07
C -2.373 3.514 -4.230 0.03 0.04 -0.05
C -3.431 2.617 -4.249 -0.01 0.03 -0.04
C -3.660 1.782 -3.168 -0.05 -0.07 -0.04
C -4.387 -0.421 -0.650 -0.03 -0.03 -0.16
C -5.651 -0.086 -1.118 -0.04 0.07 0.10
C -6.662 -1.033 -1.138 -0.07 -0.03 -0.03
C -6.428 -2.312 -0.655 -0.03 -0.03 0.00
C -5.177 -2.643 -0.155 -0.01 -0.03 0.02
C -4.162 -1.702 -0.170 -0.06 -0.02 0.02
C -4.078 2.018 0.394 0.05 0.08 -0.13
C -4.494 1.617 1.664 0.04 -0.13 0.09
C -5.246 2.439 2.477 -0.08 0.05 0.13
C -5.613 3.708 2.042 -0.04 0.05 0.00
C -5.213 4.128 0.786 -0.03 0.04 0.04
C -4.455 3.289 -0.025 0.00 0.04 -0.09
H -1.115 2.777 -1.178 0.02 0.01 0.09
H -0.703 4.251 -3.101 0.02 0.03 -0.01
H -2.194 4.163 -5.079 0.01 0.02 -0.02
H -4.077 2.559 -5.116 -0.03 0.00 -0.05
H -4.469 1.067 -3.211 -0.03 -0.02 0.00
H -5.861 0.928 -1.435 0.01 0.03 -0.03
H -7.640 -0.765 -1.519 -0.04 -0.01 -0.01
H -7.220 -3.049 -0.663 -0.06 -0.04 0.00
H -4.984 -3.632 0.236 0.01 -0.07 0.03
H -3.179 -1.959 0.194 0.16 -0.09 0.09
H -4.207 0.634 2.022 0.02 -0.03 0.01
H -5.546 2.095 3.460 -0.02 -0.01 0.04
H -6.203 4.357 2.678 -0.01 0.01 0.01
H -5.487 5.114 0.430 -0.02 0.05 -0.01
H -4.156 3.650 -1.001 0.01 -0.01 -0.01
S -2.095 -1.305 -3.004 -0.01 -0.12 -0.04
C -1.842 -0.552 -1.616 0.14 0.12 0.10
```
Forces are in eV/Å.

ΔE to the lowest compared entry with this formula, charge and spin ... 42.3 kcal per mole
Spin multiplicity ... 2
Charge ... -2
LUMO energy (alpha / beta) ... 3.92 / 2.87 eV

Mulliken atomic charge list, values in e, 6 entries:
1. Bi 1.747
2. C -0.665
3. O 0.087
4. C -0.750
5. C -0.793
6. O -0.015